{"formula": "C21H30Cl48O3P", "method": "wB97M-V/def2-TZVPD", "charge": -1, "homo_energy_ha": -0.1344, "homo_lumo_gap_ev": 4.899, "molar_mass_g_mol": 2063.19, "elements": ["C", "C", "O", "C", "C", "C", "O", "P", "O", "H", "H", "H", "H", "H", "H", "H", "H", "H", "H", "H", "H", "H", "H", "C", "Cl", "Cl", "Cl", "H", "C", "Cl", "Cl", "Cl", "H", "C", "Cl", "Cl", "Cl", "H", "C", "Cl", "Cl", "Cl", "H", "C", "Cl", "Cl", "Cl", "H", "C", "Cl", "Cl", "Cl", "H", "C", "Cl", "Cl", "Cl", "H", "C", "Cl", "Cl", "Cl", "H", "C", "Cl", "Cl", "Cl", "H", "C", "Cl", "Cl", "Cl", "H", "C", "Cl", "Cl", "Cl", "H", "C", "Cl", "Cl", "Cl", "H", "C", "Cl", "Cl", "Cl", "H", "C", "Cl", "Cl", "Cl", "H", "C", "Cl", "Cl", "Cl", "H", "C", "Cl", "Cl", "Cl", "H"], "coordinates": [[-4.253458, 0.006254, 1.243222], [-3.728804, 1.500541, 0.706174], [-3.966776, 1.503555, -0.746251], [-2.157359, 1.634082, 1.153773], [-1.285807, 2.742821, 0.317314], [-0.211290, 1.904302, -0.594035], [0.066809, 2.745195, -1.800729], [-1.422702, 3.574971, -2.158439], [-1.963225, 3.775858, -0.481477], [-5.360741, 0.064374, 1.659694], [-4.304200, -0.693691, 0.277523], [-3.496582, -0.508860, 1.972342], [-4.365743, 2.282066, 1.311876], [-3.298545, 0.892188, -1.206263], [-2.158242, 1.980274, 2.288360], [-1.612348, 0.601846, 1.045809], [-0.636407, 3.401561, 1.070764], [-0.785339, 0.942149, -0.957147], [0.840586, 1.637831, -0.152872], [-1.134313, 3.432321, -3.591738], [-1.963696, 2.220827, -2.330839], [-2.759583, 3.981307, -2.509762], [-0.841775, 4.912878, -2.297224], [1.185122, 1.827133, 3.728563], [0.334018, 3.365807, 3.510258], [0.673224, 1.040765, 5.231595], [0.906570, 0.759867, 2.341896], [2.256551, 2.032706, 3.795099], [2.958095, 0.278525, -2.544284], [3.267396, -0.408256, -0.940471], [4.394575, 0.132379, -3.571264], [1.567407, -0.514908, -3.303196], [2.726328, 1.340038, -2.425443], [-2.064699, -3.388066, -0.278224], [-1.160750, -1.997171, 0.344547], [-3.443569, -3.754905, 0.772332], [-2.609620, -3.083971, -1.936561], [-1.399053, -4.254939, -0.288006], [0.205053, -4.330263, 3.526433], [0.827680, -4.966411, 1.994375], [0.509285, -2.588845, 3.646555], [-1.526451, -4.671654, 3.684048], [0.730237, -4.828841, 4.345120], [-6.468621, -0.605766, 4.900862], [-7.246963, -1.588619, 3.648769], [-4.712399, -0.839036, 4.872699], [-6.872303, 1.106349, 4.688278], [-6.843396, -0.929500, 5.875228], [-10.782750, 2.005974, 5.012056], [-9.786160, 0.581894, 4.668030], [-12.430189, 1.521646, 5.448969], [-10.056182, 2.976353, 6.304325], [-10.832172, 2.618220, 4.107976], [-7.792526, 3.339961, 1.576002], [-6.795937, 1.915881, 1.231976], [-9.439966, 2.855632, 2.012914], [-7.065958, 4.310340, 2.868270], [-7.841948, 3.952207, 0.671921], [6.392054, 2.319109, -0.601375], [4.656899, 2.644117, -0.753557], [7.173335, 3.562529, 0.390103], [6.665493, 0.710318, 0.088927], [6.836168, 2.345454, -1.599731], [8.464144, -1.501104, -2.695739], [9.340135, -1.405860, -1.158495], [7.248151, -2.788660, -2.640172], [7.706247, 0.054359, -3.077344], [9.180734, -1.738132, -3.486286], [3.999148, -4.914083, -1.105194], [4.621775, -5.550232, -2.637252], [4.303381, -3.172666, -0.985073], [2.267644, -5.255474, -0.947580], [4.524332, -5.412662, -0.286507], [6.520267, -5.017467, 2.166358], [7.142894, -5.653616, 0.634300], [6.824499, -3.276050, 2.286479], [4.788764, -5.358859, 2.323973], [7.045452, -5.516046, 2.985046], [11.348317, -1.081122, -5.693833], [11.512687, -0.036880, -4.271829], [9.899471, -2.092173, -5.559149], [11.294304, -0.110777, -7.175388], [12.221942, -1.736122, -5.742869], [15.180756, 0.308884, -8.089102], [14.329654, 1.847558, -8.307408], [14.668860, -0.477485, -6.586069], [14.902205, -0.758382, -9.475770], [16.252187, 0.514457, -8.022567], [-10.733798, 0.869867, -1.322651], [-9.388185, 1.975857, -1.647710], [-10.278095, -0.319225, -0.090614], [-12.171815, 1.771948, -0.814862], [-10.970920, 0.335323, -2.246061], [0.345298, -2.031222, 8.018796], [-0.433044, -3.014074, 6.766703], [2.101519, -2.264491, 7.990634], [-0.058384, -0.319104, 7.806213], [-0.029477, -2.354954, 8.993162], [-7.976816, 2.805167, -5.518578], [-7.100824, 2.900412, -3.981333], [-9.192808, 1.517613, -5.463010], [-8.734713, 4.360630, -5.900182], [-7.260226, 2.568140, -6.309125]], "atomic_forces_ev_per_a": [[-0.111, -0.259, -1.032], [0.626, -2.013, 0.964], [0.952, -0.530, 1.271], [-0.484, 1.043, 0.000], [1.712, 0.931, 1.079], [-0.350, 0.709, -2.026], [-0.067, -0.861, 3.100], [-1.619, -0.288, -3.033], [1.904, -2.926, 0.877], [2.510, -0.391, -0.537], [0.105, 1.493, 2.068], [-1.645, 1.102, -1.057], [1.476, -1.192, -2.019], [-1.122, 1.552, 1.206], [-0.023, -1.006, -2.192], [-1.188, 1.956, 0.315], [-1.373, -1.717, -1.258], [1.305, 1.449, 0.661], [-2.244, 0.527, -0.452], [0.184, 0.141, -0.039], [-0.166, -0.288, 0.776], [0.077, 0.733, -0.118], [0.044, -0.356, 0.999], [0.023, 0.136, -0.166], [0.253, -0.208, 0.219], [0.188, 0.112, -0.367], [0.257, 0.082, 0.415], [-0.379, -0.080, -0.027], [-0.404, 0.119, -0.083], [-0.265, 0.454, -0.081], [-0.106, 0.007, 0.102], [0.249, 0.156, 0.181], [-0.050, -0.313, -0.043], [0.154, 0.045, 0.028], [-0.087, -0.315, -0.138], [0.088, -0.008, -0.138], [0.081, -0.052, 0.175], [-0.223, 0.293, 0.023], [0.061, 0.190, 0.143], [-0.011, 0.046, 0.214], [0.055, -0.272, -0.253], [0.205, 0.006, 0.077], [-0.177, 0.155, -0.279], [0.084, 0.179, 0.119], [0.015, 0.052, 0.108], [-0.219, -0.031, 0.079], [0.954, -0.135, 0.123], [0.112, 0.098, -0.349], [0.077, -0.178, -0.077], [-1.058, 0.138, 0.022], [0.044, 0.085, -0.035], [-0.051, -0.057, -0.177], [0.032, -0.221, 0.399], [0.344, -0.176, -0.235], [-0.791, 0.565, -0.041], [0.006, 0.108, -0.212], [-0.098, -0.064, -0.115], [-0.024, -0.194, 0.318], [-0.213, -0.123, -0.103], [0.369, 0.203, 0.045], [-0.012, -0.083, -0.112], [-0.044, 0.236, 0.041], [-0.133, -0.033, 0.346], [-0.018, -0.059, 0.103], [0.008, -0.042, -0.114], [0.250, 0.206, -0.094], [0.302, -0.213, -0.218], [-0.400, 0.203, 0.599], [0.229, 0.177, 0.194], [0.003, 0.004, 0.117], [-0.105, -0.867, 0.009], [0.178, -0.030, -0.094], [-0.249, 0.126, -0.374], [0.097, 0.124, 0.115], [-0.034, 0.036, 0.138], [-0.031, -0.274, -0.007], [0.135, 0.012, 0.080], [-0.195, 0.166, -0.301], [0.127, 0.125, -0.099], [0.000, -0.173, -0.141], [0.303, -0.079, -0.502], [-0.100, -0.188, 0.206], [-0.322, 0.211, -0.002], [-0.013, 0.069, -0.087], [0.169, -0.187, 0.039], [0.300, 0.070, -0.055], [0.072, 0.121, 0.171], [-0.390, -0.087, -0.001], [0.202, 0.032, -0.015], [-0.285, -0.248, -0.004], [-0.069, 0.101, -0.155], [0.050, -0.087, -0.064], [0.086, 0.206, 0.319], [-0.089, -0.031, 0.038], [-0.034, 0.088, 0.424], [-0.164, 0.007, 0.036], [-0.077, -0.393, 0.401], [0.148, 0.126, -0.346], [0.280, 0.054, 0.249], [-0.007, -0.006, -0.412], [0.050, 0.034, -0.092], [0.054, -0.143, -0.035], [-0.269, 0.079, 0.278]], "lowdin_charge": [-0.121, -0.378, -0.135, -0.136, -0.357, -0.255, -0.452, 0.352, -0.371, -0.006, 0.079, 0.052, 0.094, 0.096, 0.112, 0.033, 0.087, 0.087, 0.065, -0.078, -0.030, -0.059, -0.040, -1.479, 0.568, 0.475, 0.577, 0.020, -1.520, 0.448, 0.497, 0.543, -0.007, -1.523, 0.536, 0.506, 0.526, 0.000, -1.529, 0.494, 0.480, 0.508, 0.012, -1.519, 0.513, 0.535, 0.469, 0.019, -1.544, 0.475, 0.512, 0.518, -0.051, -1.477, 0.611, 0.531, 0.532, 0.022, -1.529, 0.554, 0.517, 0.486, -0.012, -1.552, 0.506, 0.511, 0.503, -0.122, -1.540, 0.515, 0.473, 0.508, -0.079, -1.509, 0.540, 0.527, 0.544, 0.017, -1.516, 0.543, 0.597, 0.513, -0.008, -1.525, 0.516, 0.523, 0.517, 0.018, -1.525, 0.498, 0.514, 0.505, 0.015, -1.509, 0.513, 0.518, 0.494, 0.017, -1.531, 0.522, 0.492, 0.506, 0.019]}